Entry 1:
# C11H15F6IrN5O6S2Se

A molecular structure, C11H15F6IrN5O6S2Se (ωB97M-V/def2-TZVPD, OMol25).

The geometry in XYZ format:
```
47
Properties=species:S:1:pos:R:3:nbo_charge:R:1
Ir -0.19 -0.83 0.13 0.969
C 3.75 -1.47 -1.29 -0.673
C 2.32 -1.57 -0.89 0.290
N 1.67 -0.56 -0.39 -0.114
O 2.30 0.65 -0.31 -0.547
C 1.54 -2.77 -1.01 0.034
C 2.00 -4.08 -1.55 -0.662
N 0.31 -2.58 -0.56 0.091
O -0.58 -3.44 -0.52 -0.420
H 4.29 -0.80 -0.63 0.260
H 3.82 -1.06 -2.31 0.256
H 4.22 -2.45 -1.29 0.249
H 2.19 0.91 0.63 0.520
H 2.60 -3.94 -2.45 0.233
H 1.14 -4.69 -1.78 0.264
H 2.61 -4.62 -0.82 0.241
F 1.83 0.43 5.15 -0.275
C 1.52 -0.68 4.52 0.791
F 2.62 -1.32 4.15 -0.285
F 0.77 -1.46 5.27 -0.282
S 0.65 -0.21 2.96 2.203
O 0.30 -1.42 2.18 -0.932
O 1.63 0.64 2.31 -0.955
N -0.62 0.55 3.47 -1.173
S -1.74 0.93 2.44 2.245
O -2.43 2.13 2.76 -0.850
O -1.27 0.83 1.04 -1.001
C -2.98 -0.44 2.56 0.739
F -3.08 -0.88 3.80 -0.279
F -2.60 -1.45 1.76 -0.308
F -4.16 0.01 2.14 -0.293
C -3.77 1.70 -0.98 -0.406
N -2.51 2.21 -1.53 -0.309
C -2.23 3.55 -1.71 -0.048
C -0.99 3.62 -2.23 -0.040
N -0.53 2.34 -2.36 -0.315
C 0.75 1.96 -2.96 -0.410
C -1.46 1.48 -1.92 0.252
Se -1.35 -0.41 -1.95 0.034
H -4.52 2.47 -1.08 0.232
H -3.63 1.46 0.07 0.229
H -4.07 0.81 -1.52 0.240
H -2.94 4.32 -1.45 0.253
H -0.40 4.47 -2.51 0.249
H 1.33 2.87 -3.10 0.229
H 0.58 1.48 -3.92 0.231
H 1.29 1.30 -2.30 0.240
```

LUMO (alpha / beta) = -3.9 / -3.9 eV
Gap between HOMO and LUMO (alpha / beta) = 7.65 / 7.65 eV
Highest occupied orbital energy (alpha / beta) = -11.565 / -11.565 eV
Net charge = +1

---

Entry 2:
# C11H15FIN

C11H15FIN in the gas phase (ωB97M-V/def2-TZVPD, OMol25).

The geometry in XYZ format:
```
29
Properties=species:S:1:pos:R:3:nbo_charge:R:1
C 0.28 -0.21 -3.14 -0.595
C 1.20 -0.84 -2.04 -0.229
C 0.82 -2.25 -1.63 -0.608
C 1.22 0.03 -0.72 0.139
C 2.34 0.61 -0.26 -0.299
C 2.40 1.27 0.94 -0.179
C 1.26 1.42 1.77 -0.245
C 0.07 0.80 1.31 0.162
N -0.99 0.92 2.18 -0.638
C -2.19 0.22 2.20 0.441
C -3.15 0.70 3.26 -0.652
F -2.85 0.55 1.07 -0.366
I -1.82 -1.89 2.25 0.024
C 0.09 0.12 0.12 -0.322
H 0.44 -0.80 -3.97 0.203
H 0.77 0.72 -3.22 0.214
H -0.76 -0.26 -2.82 0.208
H 2.19 -0.85 -2.45 0.198
H 1.61 -2.83 -1.15 0.212
H 0.57 -2.85 -2.49 0.202
H 0.04 -2.31 -0.96 0.207
H 3.22 0.37 -0.82 0.204
H 3.32 1.76 1.28 0.212
H 1.33 2.00 2.67 0.208
H -0.76 1.31 3.05 0.392
H -3.81 -0.11 3.58 0.240
H -2.56 0.87 4.13 0.205
H -3.57 1.64 3.01 0.239
H -0.75 -0.46 -0.30 0.223
```

LUMO = 0.5 eV
SMILES = CC(C)c1cccc(N[C@@](C)(F)I)c1
Gap between HOMO and LUMO = 8.75 eV
Highest occupied orbital energy = -8.234 eV

---

Entry 3:
# C11H15FIN

2 unconnected molecules or ions with the total composition C11H15FIN (ωB97M-V/def2-TZVPD, OMol25).

The geometry in XYZ format:
```
29
Properties=species:S:1:pos:R:3:nbo_charge:R:1
C -1.64 -1.83 1.48 -0.193
C -2.22 -0.56 1.15 -0.252
C -0.35 -2.06 1.16 -0.236
C -0.08 0.13 0.21 -0.302
C -1.47 0.39 0.55 0.053
C 0.47 -1.08 0.45 0.161
C -2.44 1.75 -1.19 -0.594
C -1.11 3.04 0.46 -0.601
C 4.20 -2.38 -1.34 -0.508
C -2.01 1.82 0.29 -0.227
C 2.63 -0.70 -0.61 0.380
N 1.70 -1.53 0.05 -0.686
F 2.12 -0.31 -1.82 -0.378
I 3.52 1.02 0.36 0.087
H -2.24 -2.39 2.18 0.218
H -3.18 -0.38 1.30 0.199
H 0.09 -3.12 1.34 0.199
H 0.56 0.90 -0.32 0.221
H -3.00 2.64 -1.42 0.201
H -3.12 0.84 -1.32 0.211
H -1.56 1.72 -1.82 0.206
H -0.19 2.76 0.03 0.203
H -0.85 3.28 1.48 0.213
H -1.55 3.85 -0.07 0.210
H 3.76 -2.52 -2.28 0.195
H 5.05 -1.72 -1.08 0.225
H 3.84 -3.23 -0.71 0.187
H -2.96 1.99 0.89 0.198
H 2.02 -2.32 0.59 0.410
```

LUMO (alpha / beta) = -0.3 / -0.4 eV
Gap between HOMO and LUMO (alpha / beta) = 7.83 / 7.74 eV
Highest occupied orbital energy (alpha / beta) = -8.095 / -8.120 eV

---

Entry 4:
# C11H15IN

A gas-phase ion, C11H15IN (charge +1) (ωB97M-V/def2-TZVPD, OMol25).

The geometry in XYZ format:
```
28
Properties=species:S:1:pos:R:3:nbo_charge:R:1
C 1.65 3.20 -0.22 -0.182
C 2.29 2.37 -1.13 -0.176
C 0.82 2.67 0.75 -0.160
C 2.04 1.01 -1.11 -0.211
C 0.64 1.28 0.86 -0.147
C 1.23 0.45 -0.14 0.011
C -0.11 0.72 1.91 -0.198
C 0.78 -0.97 -0.24 -0.247
C -1.62 -0.74 0.41 0.007
C -1.96 -1.92 1.25 -0.752
C -0.97 -2.19 -1.49 -0.422
N -0.67 -0.98 -0.69 -0.469
I -3.23 0.51 -0.20 0.240
H 1.80 4.27 -0.27 0.237
H 2.95 2.79 -1.88 0.235
H 0.34 3.32 1.47 0.229
H 2.49 0.37 -1.86 0.221
H 0.16 -0.23 2.34 0.203
H -0.76 1.35 2.49 0.223
H 1.37 -1.49 -1.00 0.237
H 0.85 -1.52 0.70 0.232
H -1.06 -2.42 1.62 0.228
H -2.56 -2.66 0.72 0.230
H -2.53 -1.59 2.12 0.266
H -2.03 -2.20 -1.75 0.241
H -0.39 -2.17 -2.41 0.238
H -0.73 -3.08 -0.93 0.233
H -0.76 -0.17 -1.32 0.452
```

LUMO (alpha / beta) = -4.3 / -4.2 eV
Gap between HOMO and LUMO (alpha / beta) = 6.97 / 7.64 eV
Highest occupied orbital energy (alpha / beta) = -11.290 / -11.851 eV
Net charge = +1

---

Entry 5:
# C11H15N

2 unconnected molecules or ions with the total composition C11H15N (ωB97M-V/def2-TZVPD, OMol25).

The geometry in XYZ format:
```
27
Properties=species:S:1:pos:R:3:lowdin_spin:R:1
C -2.26 -2.01 -0.65 -0.002
C -0.86 -1.59 -0.36 0.024
C 0.06 -2.13 0.48 0.150
C -0.25 -0.39 -0.94 0.075
C 1.06 -0.34 -0.40 0.021
C -0.79 0.76 -1.60 0.205
C 1.96 0.67 -0.79 0.201
C 0.11 1.78 -1.90 0.053
C 1.47 1.76 -1.57 0.132
N 1.28 -1.44 0.41 0.021
H -2.38 -3.01 -0.22 0.002
H -2.52 -1.96 -1.70 0.000
H 0.03 -2.84 1.30 0.026
H 2.08 -1.66 0.98 0.001
H -1.83 0.78 -1.92 0.027
H 2.97 0.73 -0.39 0.024
H -0.27 2.60 -2.52 -0.001
H 2.09 2.60 -1.84 0.009
H -2.94 -1.29 -0.15 0.004
C -0.40 0.56 2.56 0.012
C -0.58 2.02 3.00 0.006
H 0.62 0.19 2.66 0.001
H -0.97 -0.08 3.25 0.003
H -0.77 0.42 1.55 0.001
H -0.03 2.20 3.92 0.001
H -1.64 2.25 3.05 0.002
H -0.11 2.70 2.29 0.000
```

LUMO (alpha / beta) = 3.9 / 3.7 eV
Gap between HOMO and LUMO (alpha / beta) = 3.09 / 6.72 eV
Spin multiplicity = 2
Highest occupied orbital energy (alpha / beta) = 0.774 / -2.976 eV
Net charge = -1

---

Entry 6:
# C11H15N

2 unconnected molecules or ions with the total composition C11H15N (ωB97M-V/def2-TZVPD, OMol25).

The geometry in XYZ format:
```
27
Properties=species:S:1:pos:R:3:lowdin_spin:R:1
C 0.29 2.18 1.29 0.007
C 1.11 2.17 2.51 0.007
H 0.78 2.65 0.41 0.004
H 0.05 1.15 0.93 -0.001
H -0.72 2.66 1.40 0.002
H 2.07 1.78 2.35 0.004
H 0.70 1.64 3.28 0.002
H 1.30 3.30 2.61 0.000
C 2.16 0.14 -1.94 0.001
C 1.52 -1.91 -0.49 0.211
C 1.27 -0.74 -1.25 0.031
C -0.57 -1.30 0.08 0.018
C -0.12 -0.37 -0.91 0.076
C -1.66 -1.06 0.90 0.155
C -0.90 0.70 -1.16 0.173
C -2.36 0.19 0.57 0.142
C -2.03 1.00 -0.49 0.037
N 0.32 -2.39 0.10 0.045
H 2.42 -2.35 -0.52 0.033
H 0.37 -3.07 0.80 0.003
H 2.29 1.15 -1.50 0.002
H 1.67 0.38 -2.94 -0.001
H -1.98 -1.59 1.69 0.020
H -0.78 1.06 -2.21 0.021
H -3.06 0.40 1.29 0.009
H -2.66 1.91 -0.63 0.000
H 3.06 -0.36 -2.25 0.001
```

LUMO (alpha / beta) = 4.0 / 3.8 eV
Gap between HOMO and LUMO (alpha / beta) = 3.32 / 6.63 eV
Spin multiplicity = 2
Highest occupied orbital energy (alpha / beta) = 0.638 / -2.834 eV
Net charge = -1

---

Entry 7:
# C11H15N

2 unconnected molecules or ions with the total composition C11H15N (ωB97M-V/def2-TZVPD, OMol25).

The geometry in XYZ format:
```
27
Properties=species:S:1:pos:R:3:nbo_charge:R:1
C 0.42 -1.18 4.00 -0.625
C 0.85 -1.31 2.59 -0.093
C 1.78 -2.18 2.08 -0.034
N 1.99 -1.89 0.75 -0.523
C 1.31 -0.75 0.41 0.142
C 1.46 0.07 -0.72 -0.238
C 0.75 1.25 -0.71 -0.214
C -0.25 1.48 0.27 -0.243
C -0.31 0.72 1.40 -0.184
C 0.48 -0.46 1.50 -0.099
H 0.97 -1.84 4.67 0.216
H -0.62 -1.48 4.11 0.214
H 0.52 -0.17 4.40 0.218
H 2.40 -2.90 2.58 0.209
H 2.65 -2.39 0.18 0.407
H 2.27 -0.14 -1.41 0.213
H 1.00 2.10 -1.34 0.214
H -1.02 2.18 0.01 0.210
H -1.17 0.79 2.07 0.210
C -1.51 0.74 -3.93 -0.619
C -2.39 1.35 -2.81 -0.612
H -1.41 -0.32 -3.70 0.204
H -1.78 0.88 -4.98 0.208
H -0.47 1.08 -3.78 0.204
H -1.79 1.95 -2.13 0.206
H -2.88 0.51 -2.32 0.206
H -3.24 1.92 -3.18 0.203
```

LUMO = 1.0 eV
SMILES = Cc1c[nH]c2ccccc12.CC
Gap between HOMO and LUMO = 8.79 eV
Highest occupied orbital energy = -7.843 eV

---

Entry 8:
# C11H15N

2 unconnected molecules or ions with the total composition C11H15N (ωB97M-V/def2-TZVPD, OMol25).

The geometry in XYZ format:
```
27
Properties=species:S:1:pos:R:3:nbo_charge:R:1
C 1.66 0.21 2.21 -0.640
C 1.13 0.36 0.81 -0.096
C 1.90 0.00 -0.29 -0.026
N 1.24 0.24 -1.46 -0.530
C -0.01 0.72 -1.10 0.119
C -0.97 1.31 -2.00 -0.213
C -2.12 1.74 -1.41 -0.234
C -2.18 1.86 0.01 -0.230
C -1.24 1.43 0.91 -0.186
C -0.08 0.85 0.27 -0.103
H 2.60 0.73 2.35 0.224
H 1.78 -0.86 2.47 0.216
H 0.93 0.38 3.02 0.223
H 2.92 -0.33 -0.16 0.209
H 1.38 -0.26 -2.32 0.412
H -0.71 1.18 -3.04 0.213
H -3.00 2.16 -1.94 0.218
H -2.97 2.47 0.46 0.205
H -1.40 1.52 1.98 0.220
C -0.23 -3.79 1.11 -0.623
C 0.35 -2.80 0.09 -0.620
H -0.21 -3.17 2.02 0.205
H -1.14 -4.34 0.85 0.213
H 0.45 -4.56 1.48 0.200
H -0.21 -1.87 0.08 0.217
H 0.12 -3.03 -1.00 0.197
H 1.42 -2.72 0.30 0.209
```

LUMO = 0.9 eV
SMILES = Cc1c[nH]c2ccccc12.CC
Gap between HOMO and LUMO = 8.66 eV
Highest occupied orbital energy = -7.734 eV